No. 1
The following is a DFT calculation (wB97M-V/def2-TZVPD) of a cluster of 2 separate species, Cl3ISi in total.

Energy relative to the best compared isomer or geometry (same formula, charge and spin), kJ/mol: 244.03
Kohn-Sham gap, eV: 7.9
M, g/mol: 261.349
Net charge: 0

Each line ends with the Mulliken charge.
Geometry (Å):
Si 0.1453 -0.2460 0.4995  0.532
Cl 0.6377 -1.7815 -0.6324  -0.090
Cl 1.8659 0.8938 0.5533  -0.136
Cl -1.9855 1.2460 -0.8561  -0.488
I -1.3393 -0.6251 2.3120  0.182

***

No. 2
The following is a DFT calculation (wB97M-V/def2-TZVPD) of a structure of composition Cl3Li2.

Energy relative to the best compared isomer or geometry (same formula, charge and spin), kJ/mol: 0.00
Kohn-Sham gap, eV: 6.4
M, g/mol: 120.241
Net charge: -1

Each line ends with the Mulliken charge.
Geometry (Å):
Li 12.6211 0.7554 4.7790  0.848
Li 10.9974 -1.3780 5.6843  0.885
Cl 13.2779 -1.0516 6.2071  -0.891
Cl 10.0380 0.4515 4.7109  -0.928
Cl 10.7803 -3.7777 5.6117  -0.914

***

No. 3
The following is a DFT calculation (wB97M-V/def2-TZVPD) of a cluster of 5 separate species, Cl3N2O18 in total.

Kohn-Sham gap, eV: 3.7
M, g/mol: 422.355
Net charge: -5

Each line ends with the Mulliken charge.
Geometry (Å):
N -0.0662 -3.7032 1.9892  0.944
O 0.4048 -3.3252 3.0925  -0.667
O 0.5824 -4.4709 1.2509  -0.662
O -1.2074 -3.2755 1.6865  -0.627
N 0.1399 0.4419 1.2633  0.845
O -0.8501 -0.3283 1.2085  -0.558
O 1.1123 0.0999 1.9898  -0.695
O 0.2081 1.4257 0.4594  -0.582
Cl 3.6929 -2.1274 -0.0987  1.542
O 3.1481 -3.4693 0.0342  -0.613
O 3.6224 -1.3744 1.1145  -0.551
O 5.1242 -2.2977 -0.4930  -0.789
O 2.9592 -1.4919 -1.1595  -0.582
Cl -2.9834 3.4179 0.8615  1.578
O -1.8057 3.5707 0.0404  -0.534
O -3.8862 2.4690 0.2786  -0.629
O -2.6083 3.0522 2.2091  -0.646
O -3.5645 4.7849 1.0271  -0.774
Cl -0.8113 1.2988 -3.3362  1.610
O 0.2231 1.8699 -2.5371  -0.582
O -0.2480 0.4599 -4.3921  -0.728
O -1.6968 0.5663 -2.4698  -0.563
O -1.4895 2.4067 -4.0191  -0.736

***

No. 4
The following is a DFT calculation (wB97M-V/def2-TZVPD) of a structure of composition Cl3OPS.

Energy relative to the best compared isomer or geometry (same formula, charge and spin), kJ/mol: 132.28
Kohn-Sham gap, eV: 7.1
M, g/mol: 185.399
Net charge: 0

Each line ends with the Mulliken charge.
Geometry (Å):
O -0.8376 -0.9096 0.8876  -0.425
P 0.4174 -0.3760 0.3918  0.781
S -0.3063 1.9196 -0.7828  -0.009
Cl 1.1456 -1.5897 -1.1637  -0.144
Cl 1.6467 -0.1208 1.9739  -0.138
Cl -2.0658 1.0766 -1.3067  -0.066

***

No. 5
The following is a DFT calculation (wB97M-V/def2-TZVPD) of a structure of composition ClCuH10O5.

Energy relative to the best compared isomer or geometry (same formula, charge and spin), kJ/mol: 403.85
Kohn-Sham gap, eV: 4.7
M, g/mol: 189.074
Net charge: 0

Each line ends with the Mulliken charge.
Geometry (Å):
Cu -2.3088 -3.2999 -0.8508  0.768
Cl -0.3009 -0.2971 0.8412  -0.764
O -0.7928 1.6591 -3.9873  -0.646
H -1.0099 1.4273 -3.0843  0.323
H 0.1207 1.3928 -4.0905  0.324
O -5.2235 0.5526 1.1018  -0.642
H -4.6197 1.2410 0.8230  0.331
H -4.6733 -0.0726 1.5736  0.313
O 1.3659 -3.3008 3.6291  -0.631
H 1.1046 -4.0330 3.0707  0.290
H 1.0369 -2.5243 3.1763  0.339
O 1.8567 4.1225 0.4166  -0.639
H 1.3545 3.3218 0.5679  0.321
H 2.2103 4.3501 1.2765  0.315
O 3.5058 -1.2021 -1.5908  -0.633
H 2.7861 -1.2373 -0.9607  0.324
H 3.5874 -2.1000 -1.9123  0.307

***

No. 6
The following is a DFT calculation (wB97M-V/def2-TZVPD) of a structure of composition ClCuO4Pb2.

Kohn-Sham gap, eV: 7.5
M, g/mol: 577.395
Net charge: +4

Each line ends with the Mulliken charge.
Geometry (Å):
Cu -0.4579 0.4251 -2.9497  0.965
Pb 2.5014 2.2950 0.8524  1.869
Pb 0.8416 -3.3522 -0.4219  1.852
Cl -0.6262 0.1372 0.5090  1.857
O 0.6651 -0.0114 1.1746  -0.752
O -0.4978 1.3787 -0.2635  -0.689
O -0.7738 -1.0684 -0.3460  -0.695
O -1.6525 0.1960 1.4451  -0.407

***

No. 7
The following is a DFT calculation (wB97M-V/def2-TZVPD) of the molecule ClF2HSi.

Energy relative to the best compared isomer or geometry (same formula, charge and spin), kJ/mol: 24.98
Kohn-Sham gap, eV: 13.3
M, g/mol: 102.543
SMILES: F[SiH](F)Cl
Net charge: 0

Each line ends with the Mulliken charge.
Geometry (Å):
F -0.2885 1.0366 -1.1661  -0.309
F -0.1073 0.7504 1.2726  -0.266
Si 0.1123 -0.1476 -0.0589  0.738
Cl -1.3194 -1.4523 0.1598  -0.116
H 1.6029 -0.1871 -0.2074  -0.047

***

No. 8
The following is a DFT calculation (wB97M-V/def2-TZVPD) of a cluster of 2 separate species, ClFH2Si in total.

Energy relative to the best compared isomer or geometry (same formula, charge and spin), kJ/mol: 410.59
Kohn-Sham gap (spin up / spin down), eV: 9.3 / 7.5
M, g/mol: 84.553
Net charge: 0

Each line ends with the Mulliken charge.
Geometry (Å):
F 0.3950 1.4105 0.0522  -0.205
Si 0.1073 -0.1370 -0.3685  0.396
Cl 1.7819 -0.9849 0.0790  -0.094
H -0.6790 -0.3268 -1.5889  -0.020
H -1.6052 0.0382 1.8262  -0.077

***

No. 9
The following is a DFT calculation (wB97M-V/def2-TZVPD) of a cluster of 2 separate species, ClFN2O3 in total.

Energy relative to the best compared isomer or geometry (same formula, charge and spin), kJ/mol: 99.41
Kohn-Sham gap, eV: 9.3
M, g/mol: 130.462
SMILES: O=NOCl.O=NF
Net charge: 0

Each line ends with the Mulliken charge.
Geometry (Å):
N -0.3190 1.7501 0.4488  0.467
N 0.0964 -0.4816 -0.2646  0.693
O 0.9490 -0.8134 -1.0024  -0.417
O -0.7443 -1.1930 0.3118  -0.230
O -0.2784 2.3317 -0.5095  -0.166
F 1.0835 1.4038 0.9884  -0.313
Cl -0.7872 -2.9977 0.0275  -0.033

***

No. 10
The following is a DFT calculation (wB97M-V/def2-TZVPD) of a structure of composition ClFe.

Energy relative to the best compared isomer or geometry (same formula, charge and spin), kJ/mol: 78.42
Multiplicity: 6
Kohn-Sham gap (spin up / spin down), eV: 12.5 / 10.6
M, g/mol: 91.298
Net charge: +2
⟨S²⟩: 8.765

Each line ends with the Mulliken charge.
Geometry (Å):
Fe 1.7483 0.9761 2.2514  1.621
Cl 0.9063 1.5846 0.7849  0.379

***

No. 11
The following is a DFT calculation (wB97M-V/def2-TZVPD) of a cluster of 9 separate species, ClH16O8 in total.

Energy relative to the best compared isomer or geometry (same formula, charge and spin), kJ/mol: 29.30
Kohn-Sham gap, eV: 10.2
M, g/mol: 179.573
Net charge: -1

Each line ends with the Mulliken charge.
Geometry (Å):
Cl -0.3126 -0.1433 0.0324  -0.900
O -2.1873 2.0325 -1.6277  -0.620
H -2.3630 1.1383 -1.9357  0.345
H -1.3429 1.9410 -1.1696  0.244
O -1.8191 2.2146 1.6131  -0.642
H -2.5502 2.1386 0.9929  0.325
H -1.2478 1.4694 1.3725  0.302
O 0.8704 1.3372 -3.1566  -0.613
H 0.4983 1.4623 -2.2752  0.293
H 0.2857 0.6892 -3.5583  0.317
O 1.2416 -2.9250 -1.2287  -0.614
H 0.6832 -2.1971 -0.9242  0.277
H 1.2156 -3.5677 -0.5165  0.283
O 0.9982 -2.2819 2.2569  -0.613
H 0.7992 -3.1875 2.0097  0.281
H 0.8066 -1.7590 1.4646  0.318
O 3.1044 0.3546 -0.5841  -0.675
H 2.1873 0.1388 -0.7915  0.306
H 3.0517 0.6089 0.3460  0.398
O 2.1339 1.4501 1.9674  -0.665
H 1.7752 1.0437 2.7612  0.317
H 1.3550 1.6882 1.4515  0.315
O -3.1820 -1.5734 0.3790  -0.614
H -2.3061 -1.1641 0.2762  0.335
H -3.6953 -0.9085 0.8445  0.300

***

No. 12
The following is a DFT calculation (wB97M-V/def2-TZVPD) of a cluster of 10 separate species, ClH18O13 in total.

Energy relative to the best compared isomer or geometry (same formula, charge and spin), kJ/mol: 110.12
Kohn-Sham gap, eV: 10.1
M, g/mol: 261.584
Net charge: -1

Each line ends with the Mulliken charge.
Geometry (Å):
Cl -0.8190 -0.8010 -0.2455  1.874
O -1.0170 -0.1040 1.0555  -0.795
O 0.2240 -0.0030 -0.9765  -0.665
O -0.3040 -2.1710 -0.0715  -0.877
O -2.1080 -0.7910 -0.9935  -0.721
O -2.0800 1.1870 -3.0105  -0.622
H -1.7250 1.7610 -2.2695  0.332
H -1.9240 0.3090 -2.7455  0.306
O 1.7250 -1.1140 1.3685  -0.772
H 1.0300 -1.7670 1.3125  0.278
H 2.5480 -1.5820 1.5645  0.346
O 1.0240 2.1300 0.7535  -0.732
H 0.8630 2.5320 -0.0995  0.315
H 0.7720 1.2260 0.5615  0.421
O -1.5170 2.3210 2.2675  -0.727
H -0.8420 2.3740 1.5545  0.368
H -1.1810 1.7230 2.9635  0.352
O 2.0450 -2.7910 -0.9835  -0.614
H 2.5950 -3.0440 -0.2505  0.251
H 1.2150 -2.5060 -0.6355  0.444
O -0.0430 0.2160 3.5035  -0.693
H 0.8520 -0.0110 3.6615  0.300
H -0.2080 -0.0540 2.5575  0.532
O -3.6190 1.5500 0.6295  -0.697
H -3.0940 0.7620 0.4185  0.324
H -3.0990 1.8810 1.3345  0.425
O -0.1920 -0.9390 -3.9355  -0.648
H -0.0600 -0.8570 -2.9595  0.370
H 0.5400 -0.6320 -4.3595  0.260
O 3.1890 -0.1080 -0.5945  -0.679
H 2.6830 -0.1770 -1.3865  0.358
H 2.5260 -0.5200 0.0095  0.389